No. 1
71
Properties=species:S:1:pos:R:3:mulliken_charge:R:1 method="wB97M-V/def2-TZVPD" total_energy_ha=-3820.24165 e_lumo_ev=-2.47 charge=+1 e_homo_ev=-11.1
C -1.72339 4.89194 2.98849 -0.644
C -0.95884 1.23694 -2.26299 -0.474
C 5.97768 0.04154 -0.42247 -0.861
C -3.04633 -3.95759 -1.85959 0.659
C -4.16091 -2.96194 -1.63141 -0.754
C -2.43394 4.61599 1.82561 -0.898
C -2.45436 -1.04738 2.34065 0.228
H 0.18230 -3.95428 -2.35584 0.345
C -2.31841 -6.20386 -2.18839 -0.243
C -3.33998 -5.30945 -1.94339 -0.849
C -0.81021 -4.36957 -2.24445 0.019
H 0.84968 -1.41160 -3.62041 0.513
H -2.97848 1.16566 0.18581 0.439
H 2.78643 0.58650 0.57497 0.624
C 1.31062 -1.45912 -2.64498 -0.635
C -0.35207 4.70589 3.03324 -0.883
C 1.55669 -1.57778 -0.55214 -0.535
H -4.84920 -3.01387 -2.47591 0.407
C -1.36805 -1.81199 1.89602 0.839
Zn -1.50640 -1.60365 -1.12368 0.393
C 3.83949 0.76028 0.38547 -0.144
C -1.76769 4.18141 0.68878 0.737
C 4.07631 -1.58532 -0.52269 -1.315
N 2.74784 -1.56234 -1.14029 0.966
O -1.37256 -2.27124 0.71767 -0.537
H -2.29020 4.59662 -1.36695 0.295
C -2.31556 1.36873 -0.64353 -0.023
N -0.31366 -2.08065 2.70952 -0.419
O -3.63563 -1.63587 -1.53509 -0.531
C 6.53036 1.25821 -0.04451 -0.651
H -4.09804 -1.17171 -0.82528 0.548
N -4.37363 -0.98507 0.63610 -0.708
C -0.39128 4.00513 0.72815 -0.007
H 0.14213 3.67692 -0.15673 0.627
N -2.08933 2.57638 -1.13862 0.801
N 2.69614 4.58430 2.55576 -0.494
C 5.74399 2.22939 0.55096 -0.949
H -0.37599 -1.86581 3.69292 0.199
C 0.31272 4.24869 1.89955 0.224
H 6.60108 -0.71180 -0.89145 0.393
H 7.58055 1.44913 -0.22206 0.410
H -0.19916 -6.38642 -2.56851 0.430
C 1.75303 3.98255 1.92653 0.461
C -2.46383 -0.44163 3.62788 -0.464
N 0.60820 -1.50897 -1.47325 0.582
N -1.79861 -3.49437 -1.99446 0.198
H 1.39828 -1.63238 0.51552 0.625
C -1.02560 -5.72308 -2.35687 -0.908
H -2.52301 -7.26511 -2.24606 0.436
C 3.54729 2.99162 1.39686 0.365
H 0.20737 4.89422 3.94063 0.517
H 3.99516 -2.18534 0.38323 0.293
N -1.22138 2.51351 -2.17630 -0.864
O 2.21419 2.95616 1.16287 -0.224
H -4.36133 -5.64558 -1.81338 0.447
C -3.55382 -0.98273 1.45472 0.237
N 3.88001 3.92592 2.21236 -0.422
H -3.58658 3.85105 -0.42476 0.442
H 6.15938 3.18139 0.85570 0.514
C -2.51142 3.87059 -0.58911 -1.148
H -3.51065 4.74433 1.80859 0.418
N -2.40904 0.06787 4.66094 -0.479
H -0.28535 0.83863 -3.00353 0.571
N 2.61002 -1.48495 -2.48343 -0.956
H 0.28657 -2.83971 2.43698 0.297
C 4.63207 -0.21720 -0.19832 1.235
H -2.24811 5.23651 3.86993 0.422
C 4.39154 1.98017 0.75883 0.224
H -4.71339 -3.22716 -0.72962 0.425
N -1.60917 0.47647 -1.33102 -0.198
H 4.72748 -2.10410 -1.21978 0.415

---

No. 2
31
Properties=species:S:1:pos:R:3:mulliken_charge:R:1 method="wB97M-V/def2-TZVPD" total_energy_ha=-1093.73747 e_lumo_ev=-0.10 e_homo_ev=-10.5
H 0.40308 1.01109 -3.64842 0.290
H -0.56670 3.14360 4.52179 0.296
H 1.48840 1.48222 3.73160 0.352
H -3.79625 -2.31951 1.00388 0.316
H -1.19938 -4.21298 -1.05423 0.319
O 2.32693 1.09102 3.48653 -0.626
O -3.61167 0.33664 -0.98408 -0.617
O -1.06305 -3.66419 -0.28191 -0.630
O 0.14426 -1.73408 -2.46588 -0.639
H -0.09952 2.98547 3.09049 0.325
O 0.23233 1.04478 -2.70718 -0.657
H 3.01575 -0.30124 0.36680 0.420
O -0.59001 3.13430 -1.09463 -0.630
H 0.08057 -0.78334 -2.37497 0.386
H 2.23118 0.16338 3.70227 0.311
H 3.12083 0.90029 -0.94764 0.318
H 2.27011 1.56430 0.11409 0.322
H -0.51834 2.22539 -1.38612 0.328
H -0.11638 -3.67902 -0.14106 0.295
O 2.23158 0.92143 -0.59406 -0.728
H 3.24735 -1.77373 0.10212 0.303
H -2.94325 -2.65434 -0.20118 0.342
H -3.32099 0.38274 -1.89491 0.305
H 0.00903 -2.06949 -1.57963 0.276
O 3.55361 -1.04414 0.64076 -0.639
O -3.78519 -2.27307 0.04788 -0.685
O -0.21723 2.49905 3.90644 -0.660
H -3.53646 -0.58964 -0.75476 0.355
Xe -0.38063 -0.35749 0.91589 0.017
H 0.28891 3.49437 -1.21324 0.296
H 1.10113 1.07622 -2.30665 0.341

---

No. 3
42
Properties=species:S:1:pos:R:3:mulliken_charge:R:1 method="wB97M-V/def2-TZVPD" total_energy_ha=-3552.66492 e_lumo_ev=0.53 e_homo_ev=-9.0
H -3.12579 -3.35618 0.86397 0.318
C 5.48223 0.61833 1.52036 -0.525
C 0.72839 1.27003 0.44168 0.042
H -1.23760 4.01629 1.43977 0.296
H 0.76945 0.26986 0.00639 0.232
C -0.17964 1.23930 1.66487 0.010
H -0.11560 2.33849 3.52636 0.275
C -0.19817 2.55591 2.45915 -0.914
H 4.80118 0.05648 3.48513 0.304
H -4.16398 -3.14091 -4.06621 0.275
C -2.46493 -1.96458 -4.57899 -0.138
H 0.43639 3.31037 -0.24618 0.340
H 0.16482 0.43000 2.31477 0.268
Cl 3.59021 1.98974 2.92745 -0.148
H 1.73927 1.48827 0.79742 -0.121
H -2.19913 2.88353 2.10422 0.280
H 5.83148 1.50329 3.43465 0.330
H -2.85086 -4.06889 -4.82112 0.331
Cl 4.29959 -0.42251 0.68412 -0.150
N -1.35752 3.42619 2.25227 -0.610
H -1.20376 0.98338 1.37233 0.164
H -1.83347 -3.99803 -0.17398 0.306
C 0.37442 2.28877 -0.63607 -1.018
C 5.04262 0.95496 2.92337 -0.489
C -1.16370 -2.72129 1.42658 -0.406
H -1.22749 0.76465 -1.71498 -0.067
H -2.08447 2.04037 -0.37233 -0.029
H 5.60482 1.51680 0.92124 0.317
H 1.12630 2.24179 -1.42858 0.483
Cl -1.05336 -1.97588 -5.66987 -0.192
Cl -2.47783 -1.81751 -0.78504 -0.155
Cl 0.46497 -2.52615 0.73096 -0.162
P -1.25402 2.16739 -1.51174 0.014
H 0.69128 3.13917 2.20586 0.376
H -2.97647 -1.01530 -4.71610 0.333
Cl -4.21855 -3.00467 -6.40863 -0.192
C -3.39105 -3.12582 -4.83273 -0.397
H 6.42387 0.07350 1.55406 0.348
H -1.09686 -3.49311 2.19133 0.359
H -2.08623 -2.02877 -3.56135 -0.028
H -1.43656 -1.77588 1.88942 0.218
C -2.17424 -3.13137 0.38616 -0.478

---

No. 4
43
Properties=species:S:1:pos:R:3:mulliken_charge:R:1 method="wB97M-V/def2-TZVPD" total_energy_ha=-1866.83281 multiplicity=8 e_lumo_ev="-3.90 / -6.58" charge=+1 e_homo_ev="-9.6 / -12.1"
O 2.62116 -0.17420 -0.76858 -0.736
O -2.82293 0.44785 -0.56677 -1.044
H 0.22840 1.28524 2.60100 0.327
H 4.01139 1.75312 -2.15231 0.319
N -0.10335 2.46861 -0.96891 0.475
H 3.07836 2.52590 -3.45102 0.342
Gd -0.63749 0.16841 -0.22200 1.048
H 1.51138 1.25542 1.71810 0.334
O 0.56099 1.47172 1.70174 -0.556
H -3.45345 -0.14200 -1.01363 0.295
H -3.21711 -1.87607 3.62384 0.391
C 0.66379 -3.05621 3.23964 -1.471
H 1.72456 -3.11880 2.97782 0.393
C 0.01454 -2.01957 2.38586 0.238
H -2.08641 -3.24693 3.77544 0.368
H -1.34477 -0.15544 -3.25458 0.277
H -0.06660 3.55271 -3.59108 0.283
O -3.11577 -0.35289 1.80187 -0.533
N -1.76384 -0.65240 1.78306 0.153
H 2.25569 -1.14511 0.40526 0.399
H 3.13623 0.75463 -3.32949 0.299
C 3.09341 1.68560 -2.75004 -1.363
H 0.55982 -2.81410 4.30980 0.360
H 0.51404 -1.97847 -1.79686 0.382
N 0.61585 -1.41654 1.34367 0.404
C -0.55118 -1.81046 -1.56310 -0.911
H 0.45892 4.71777 -2.35933 0.352
O -0.97822 3.34851 -0.76326 -0.449
C -1.34152 -1.58523 2.64317 0.381
C 1.89656 1.69809 -1.86715 0.188
H -0.84389 -2.60516 -0.84970 0.325
O 1.95045 -1.72733 1.21030 -0.508
N 1.67169 0.70353 -0.95940 0.494
H -1.82364 -1.78145 4.72756 0.319
C 0.73228 3.79035 -2.87147 -1.347
C 0.88410 2.68877 -1.89460 0.517
H 0.19343 -4.03920 3.07484 0.320
H -3.20268 0.08921 0.84735 0.493
H -2.12976 0.80040 -2.28952 0.425
C -2.16752 -2.15272 3.75094 -1.319
H -1.13011 -1.96234 -2.48414 0.451
O -1.25149 0.65831 -2.72122 -0.493
H 1.65473 3.94847 -3.43309 0.378

---

No. 5
114
Properties=species:S:1:pos:R:3:mulliken_charge:R:1 method="wB97M-V/def2-TZVPD" total_energy_ha=-2192.68933 e_lumo_ev=-4.05 charge=+1 e_homo_ev=-11.6
H -0.42187 0.46611 3.87482 0.078
H 4.91448 2.47624 -1.43692 0.147
H -6.31042 3.81543 8.82388 0.270
C -1.17599 -0.47833 -1.39416 0.279
H 3.64207 -3.08705 -3.71009 0.292
N -3.90891 2.01389 -2.01599 -0.448
H -7.57700 -6.21934 -0.66670 0.263
H 2.77618 -2.59568 -1.11433 0.635
H -1.85917 -2.55561 0.03573 0.650
O -0.26388 -10.12546 -1.26878 -0.510
H -4.33417 -7.68425 -1.43848 0.283
H 0.89452 -2.01405 0.39496 0.495
H 3.63283 3.17395 0.56176 0.384
H 2.37888 1.37581 -1.38411 0.387
H -2.18558 0.70335 3.68142 0.261
H -5.32306 3.67776 7.34331 0.258
C -1.24400 1.18525 3.95708 -0.327
H -7.10794 -5.26726 -2.09004 0.259
H -3.96857 0.74319 7.13002 0.076
H -3.54334 -6.22602 -2.07421 0.195
H 7.84301 2.05138 -0.37307 0.271
O -1.00179 2.31464 3.11186 -0.518
H -1.77537 -0.97207 6.60040 0.276
C 3.05554 3.72192 -1.39247 -0.485
H -5.64421 2.98769 -2.74617 0.352
N 1.61425 0.80038 0.55124 -0.189
H -1.66704 -11.15167 -0.13675 0.243
H 1.47089 7.34043 -4.32318 0.284
O -6.13269 -4.80234 -0.32046 -0.487
H -4.45624 2.46264 9.11206 0.290
H 2.60158 0.52982 2.69212 0.258
H -1.65546 -7.52835 -2.33990 0.321
O 2.54212 -0.86846 -2.26814 -0.188
H -5.86224 1.34577 -2.19455 0.320
O 7.40074 2.07878 -1.22616 -0.453
H -1.16013 -9.57099 0.52010 0.197
H -0.94478 1.99729 2.20875 0.236
O 3.29754 0.10239 3.19556 -0.518
C 2.73936 3.03071 -0.05358 -0.656
C 3.67983 -2.04592 -4.03893 -1.194
H 2.27324 3.54564 -2.13982 0.182
C -1.93219 -2.83667 -1.01198 0.117
C 2.37703 -1.57422 -1.05538 -0.849
H 9.14608 1.54655 -2.21851 0.293
H 3.13988 4.79716 -1.25607 0.469
H 3.05435 7.23749 -2.64393 0.247
H -2.98546 -6.95849 -0.54043 0.267
H 2.92069 -1.05977 -0.25732 0.284
C 4.39347 3.23960 -2.01921 -0.938
H 7.62252 1.23396 -3.07442 0.217
H 4.39530 8.70104 0.31782 0.257
H 1.46537 1.39763 1.36290 0.606
H -6.79234 2.69705 7.53218 0.219
O 2.53322 6.43846 -2.78557 -0.422
C 0.07253 -0.42957 -0.72002 0.982
C 0.90165 -1.68823 -0.65525 -0.832
O -2.48882 -8.00192 -2.26227 -0.590
H -5.39567 -4.40847 -0.79722 0.293
C -5.94416 3.12959 8.05678 -0.546
C -3.31471 0.66904 -2.08040 -1.105
H -5.04777 1.64070 -3.78202 0.316
H -3.97884 -0.61847 5.98876 0.262
H 2.70331 -1.80545 -4.46265 0.264
H -3.26262 2.59632 -2.54811 0.287
H -0.96335 -2.12994 -2.78726 0.483
H 0.45748 -2.49879 -1.22438 0.046
C 1.29854 6.84058 -3.36729 -0.608
H -1.25622 -4.93082 -0.61352 0.320
C -6.74051 -5.75936 -1.18595 -0.228
H 4.65413 9.78784 -1.70933 0.290
H 8.10312 0.18655 -1.72131 0.266
O -2.83503 -3.81519 -1.38297 -0.417
H -3.29840 0.30723 -3.12069 0.577
H 4.51467 -1.57884 -2.07427 0.435
C 2.59827 1.51061 -0.32648 -1.029
H 3.52283 -0.74801 5.04176 0.262
O -2.12941 -0.09815 6.78435 -0.494
H -3.78439 -0.91025 7.74179 0.290
C -1.96877 0.65349 -1.42084 0.831
H 4.22762 2.81941 -3.01799 0.246
C -0.82391 -10.46881 -0.00743 -0.488
H 2.66589 9.08240 0.17876 0.206
H 0.69574 5.94976 -3.53468 0.206
H 4.29493 -0.16207 -3.09706 0.277
N 0.38811 0.72838 -0.15445 0.971
H -1.31083 1.53007 4.98293 0.257
H 1.84713 3.49187 0.37540 0.414
C 2.74415 -0.26319 4.45981 -0.638
C -5.18668 1.99866 -2.75423 -0.872
O -5.20173 2.06738 8.65129 -0.495
C -1.68052 -1.71784 -2.07894 -1.647
N -0.31554 1.83530 -0.16316 -1.100
H 3.84427 10.39711 0.36943 0.297
H -6.02097 -6.53151 -1.45394 -0.040
H -2.08901 2.67703 -0.76504 0.761
H 5.07779 4.07498 -2.17604 0.326
H -0.05476 -10.96098 0.58276 0.246
H 3.57446 1.06086 -0.13017 0.460
H 1.91160 -0.95969 4.32523 0.224
H 0.76198 7.51584 -2.69602 0.277
C -3.54800 -0.23399 6.91809 -0.394
H 2.39632 0.62302 4.99521 0.285
C -1.42155 -4.19848 -1.39366 -0.798
H -4.00506 0.00825 -1.53687 0.518
C 8.11334 1.21067 -2.10409 -0.576
C -3.38735 -7.16421 -1.53633 -0.524
H -1.15925 -4.33735 -2.43629 0.230
H 4.48899 -1.86518 -4.74636 0.407
C -1.46671 1.78844 -0.76717 -0.882
O 3.76446 9.49180 -1.49784 -0.499
C 3.66866 9.41581 -0.07605 -0.534
H -2.67991 -1.59720 -2.48862 0.312
C 3.85345 -1.12229 -2.81664 -0.340
H -0.95599 -9.69211 -1.77924 0.315

---

No. 6
37
Properties=species:S:1:pos:R:3:mulliken_charge:R:1 method="wB97M-V/def2-TZVPD" total_energy_ha=-2053.17127 multiplicity=8 e_lumo_ev="4.74 / 4.74" charge=-2 e_homo_ev="0.0 / -0.5"
H 4.29638 -5.79682 2.41223 0.370
C 2.62509 -2.84843 2.94288 0.063
C 3.28707 -3.89333 2.23504 0.233
C -1.66626 -1.28253 -1.67692 -0.701
C 3.82179 -4.98294 2.95668 -0.614
C 0.57084 -1.41273 -2.24314 -0.508
H -2.65027 -1.53154 -1.28503 0.395
H -2.06143 2.50391 0.55218 0.346
H -0.48313 -3.15938 -1.29330 0.395
Eu -0.19052 -0.27265 1.03333 1.031
C -0.25794 2.27375 1.89785 -0.518
C 2.49284 -2.91670 4.32602 -0.412
C 1.13402 2.15014 1.58282 -0.552
H 0.66309 0.63786 -3.15088 0.372
O 3.33099 -3.88810 0.89594 -0.689
H 1.94795 2.02006 2.30045 0.396
H 2.88333 -4.04275 6.11155 0.330
H -1.95221 0.79671 -2.47174 0.410
H 1.58157 -1.79072 -2.39203 0.369
H 1.94493 -2.11586 4.82551 0.383
H 4.11091 -5.86552 4.90862 0.320
H 2.21435 2.26992 -0.39075 0.336
O 1.12637 -1.01142 2.85262 -0.808
H -0.69875 2.25362 2.89983 0.356
C -0.51513 -2.13378 -1.66560 -0.662
C 1.27612 2.23797 0.16447 -0.599
H 2.72847 -3.11257 0.63457 0.481
C -0.98152 2.39575 0.66324 -0.603
C -1.29030 -0.04699 -2.28820 -0.389
O 1.72280 -1.93684 0.90632 -0.940
Cl -2.44838 -1.19287 1.73486 -0.728
C 3.69791 -5.02197 4.34481 -0.275
C 0.08695 -0.12999 -2.64191 -0.492
H -0.24267 2.54420 -1.45238 0.487
C -0.02510 2.38313 -0.39814 -0.381
C 3.01581 -4.00225 5.03032 -0.546
C 1.80888 -1.86895 2.19510 1.344